Here is C14H32Cl2FeN6O2 as an isolated structure at a distorted geometry from the Open Molecules 2025 dataset. Energies are from ωB97M-V/def2-TZVPD.

Geometry as XYZ:
```
57
Properties=species:S:1:pos:R:3:mulliken_spin:R:1
Fe -0.416 0.363 -0.022 1.064
Cl 2.200 3.823 -1.032 0.000
Cl 3.834 2.538 1.055 0.000
O 0.035 2.100 0.718 -0.015
O 1.598 0.808 0.025 0.028
N -1.062 0.013 1.853 -0.020
N -0.091 1.138 -1.915 -0.028
N -2.254 0.996 -0.374 -0.056
N 3.598 -3.423 2.149 -0.001
N 1.740 -1.956 1.232 0.012
N -1.047 -1.374 -0.846 -0.017
C -1.306 1.833 -2.453 0.001
C -2.178 -1.081 -1.768 0.005
C -2.540 0.238 1.914 0.006
C 3.463 -2.206 3.019 -0.001
C -2.131 2.215 -1.249 0.005
C 1.274 1.937 0.469 -0.003
C 2.845 -2.037 0.262 0.004
C 2.318 -4.205 2.157 0.000
C 2.241 3.085 0.592 -0.001
C 3.945 -3.014 0.744 0.000
C 1.240 -3.314 1.494 0.003
C -2.860 1.355 0.947 0.006
C -3.066 -0.075 -1.058 0.004
C 2.260 -1.390 2.485 0.004
H -3.030 -0.690 1.623 -0.001
H -2.404 2.289 1.274 -0.002
H -1.763 -0.717 -2.699 -0.001
H 1.882 3.824 1.302 0.000
H 4.348 -4.011 2.516 0.000
H -1.628 2.982 -0.664 -0.001
H -0.810 -0.853 2.323 0.002
H -3.792 0.382 -1.732 -0.002
H 2.574 -0.364 2.298 -0.001
H -2.865 0.470 2.927 -0.001
H -2.743 -1.984 -2.001 -0.001
H -1.032 2.701 -3.050 0.000
H -1.383 -1.999 -0.115 0.004
H -3.639 -0.595 -0.293 0.000
H 4.004 -3.922 0.147 0.000
H -0.602 0.755 2.380 0.003
H 2.490 -5.131 1.612 0.000
H 0.367 -3.263 2.147 0.000
H 4.401 -1.659 2.957 0.000
H 1.462 -1.376 3.229 0.001
H 0.927 -3.760 0.549 0.000
H 2.455 -2.372 -0.699 0.000
H 2.091 -4.449 3.193 0.000
H -3.124 2.580 -1.518 -0.003
H -1.854 1.163 -3.107 0.000
H 0.344 0.544 -2.619 0.000
H 4.929 -2.552 0.771 0.000
H 3.253 -1.038 0.126 0.000
H 3.324 -2.545 4.043 0.000
H -3.935 1.518 0.845 -0.002
H -0.317 -1.900 -1.320 0.001
H 0.617 1.858 -1.760 0.001
```

Summary:
<S²>: 0.782
total charge: +3
2S+1: 2

***

Here is a 13-piece molecular cluster, C56H64N6O34S4 overall at a distorted geometry from the Open Molecules 2025 dataset. Energies are from ωB97M-V/def2-TZVPD.

Geometry as XYZ:
```
164
Properties=species:S:1:pos:R:3:mulliken_spin:R:1
S 3.132 -2.748 -2.950 0.000
S -3.180 1.560 1.639 -0.005
S 5.970 2.078 -1.066 0.000
S 0.109 -4.750 2.284 0.000
O -1.936 6.743 4.712 0.000
O 2.184 -2.201 -3.906 0.000
O 2.484 -3.481 -1.600 0.000
O 2.934 0.686 4.263 0.000
O -3.958 2.157 0.367 0.021
O 4.551 1.955 3.611 0.000
O -1.939 2.257 1.794 0.001
O -3.245 0.082 1.603 -0.001
O 3.756 -1.605 -1.933 0.000
O -0.017 -6.419 2.175 0.000
O -0.031 -4.549 0.645 0.000
O 0.846 1.362 -3.344 0.000
O -0.080 6.997 0.235 0.000
O 2.216 1.238 1.163 0.000
O -6.734 -6.993 2.229 0.000
O 4.998 3.044 -2.007 0.000
O -3.910 -0.368 -1.098 0.115
O -5.320 -1.472 -2.247 0.026
O 0.468 4.782 -0.034 0.000
O -2.168 -2.910 5.423 0.000
O -2.227 4.953 3.487 0.000
O -2.192 -2.637 -2.070 0.003
O 1.459 -4.355 2.680 0.000
O -2.632 -1.559 -3.846 0.000
O 4.207 -3.599 -3.488 0.000
O -0.967 -4.160 3.048 0.000
O -0.088 2.683 -4.749 0.000
O 5.461 0.716 -0.846 0.000
O 7.352 2.201 -1.298 0.000
O 1.539 0.005 -0.514 0.000
O -4.348 2.151 2.622 0.000
O -0.142 -1.996 5.962 0.000
O 5.614 3.025 0.268 0.000
O -5.712 -6.664 4.137 0.001
N -2.069 -2.439 -3.292 -0.002
N -4.712 -0.403 -2.034 -0.032
N -6.036 -6.365 3.003 0.000
N -1.483 5.780 4.026 0.000
N 4.010 0.878 3.666 0.000
N 0.840 2.037 -4.371 0.000
C 0.041 -5.792 -0.040 0.000
C 3.359 2.675 -7.114 0.000
C -5.160 3.206 2.040 0.001
C -5.068 -3.590 0.597 0.000
C 4.353 3.656 0.168 0.000
C -0.340 -4.261 -3.488 0.000
C -1.416 -1.956 5.442 0.000
C 0.324 -0.290 1.520 0.000
C -5.218 2.643 0.662 0.001
C -0.363 5.771 -0.012 0.000
C -0.575 0.248 5.570 0.000
C 4.718 -2.668 2.610 0.000
C -1.191 -3.315 -4.114 0.000
C -5.627 3.056 -4.365 0.236
C -4.013 1.844 -3.165 0.061
C 0.510 -6.809 0.987 0.000
C -4.263 2.949 -3.933 0.105
C 2.217 6.371 4.070 0.000
C -3.832 -3.259 2.535 0.001
C 1.469 0.373 0.756 0.000
C -5.394 -5.143 2.462 0.005
C 4.079 -1.576 3.201 0.000
C -6.615 2.072 -4.199 0.120
C 5.940 -2.545 2.082 0.000
C 4.636 -0.310 3.098 0.000
C -1.547 3.984 -0.848 -0.002
C 4.130 -2.182 -0.718 0.000
C 4.452 1.473 -5.364 0.000
C -5.687 -4.707 1.129 -0.001
C 4.437 1.893 -6.649 0.000
C -0.095 3.658 -0.657 0.000
C -4.456 -4.331 3.211 0.000
C -6.328 1.023 -3.366 0.005
C -0.589 -4.249 -6.236 0.000
C 3.464 -3.533 -0.568 0.000
C -4.992 0.836 -2.852 0.316
C -1.648 -0.629 4.759 0.000
C 0.305 -5.114 -5.611 0.000
C 1.785 4.230 3.051 0.000
C -1.777 5.282 -0.221 0.000
C -0.059 5.606 3.889 0.000
C 3.804 3.313 -1.224 0.000
C 2.106 2.115 -5.129 0.000
C 5.861 -0.225 2.398 0.000
C 2.665 5.187 3.506 0.000
C 3.302 1.470 -4.622 0.000
C 0.469 -5.092 -4.206 0.000
C -4.044 -2.997 1.204 -0.001
C -0.412 -0.988 0.392 0.002
C 6.540 -1.286 1.917 0.000
C 0.431 4.401 3.381 0.000
C -1.233 -3.325 -5.496 0.000
C 0.888 6.600 4.283 0.000
C 2.179 2.709 -6.422 0.000
C 0.554 -1.043 -0.726 0.001
C 0.521 -0.784 5.844 0.000
H 0.967 -0.629 6.827 0.000
H 4.270 -4.232 -0.789 0.000
H -0.352 0.456 1.937 0.000
H 3.119 -1.672 3.685 0.000
H -5.863 3.942 -4.936 0.006
H -1.013 0.677 6.471 0.000
H 0.077 -0.868 -1.690 0.000
H 2.022 3.316 2.527 0.000
H -6.072 3.187 2.637 0.000
H -2.165 5.246 0.797 0.000
H 2.947 -3.739 0.369 0.000
H 3.215 2.398 -1.290 0.000
H 5.282 0.880 -5.009 0.000
H 3.688 3.236 0.922 0.000
H 0.407 3.385 -1.585 0.000
H 4.333 4.733 0.334 0.000
H -4.091 -4.546 4.204 0.000
H -7.065 0.237 -3.294 -0.001
H 3.180 4.113 -1.623 0.000
H -1.503 -0.727 3.683 0.000
H 0.793 -5.802 -6.285 0.000
H -4.641 4.164 2.061 0.000
H 1.206 -5.745 -3.763 0.000
H 4.265 -3.648 2.578 0.000
H 3.789 -1.527 0.083 0.000
H 3.347 1.013 -3.644 0.000
H -2.155 3.218 -0.368 0.000
H 2.950 7.096 4.392 0.000
H -2.623 -0.285 5.103 0.000
H 5.215 -2.163 -0.612 0.000
H -3.224 -2.542 3.066 0.000
H 1.367 3.285 -6.843 0.000
H 0.646 -1.076 2.204 0.000
H -3.004 1.659 -2.828 0.017
H 1.296 -0.732 5.079 0.000
H 0.554 7.445 4.867 0.000
H -2.276 6.040 -0.824 0.000
H 0.768 -5.626 -0.836 0.000
H -3.533 -2.245 0.622 0.003
H -7.577 2.158 -4.683 0.004
H -1.876 -2.600 -5.972 0.000
H 1.098 -1.975 -0.572 0.000
H -0.221 -4.313 -2.416 0.000
H -1.851 3.868 -1.888 -0.001
H -0.620 -1.994 0.757 0.000
H -0.132 1.065 5.000 0.000
H -5.268 -3.247 -0.407 0.002
H -6.356 -5.322 0.546 0.000
H 5.298 1.719 -7.279 0.000
H -5.491 3.494 0.038 -0.002
H 6.194 0.782 2.194 0.000
H 6.586 -3.380 1.857 0.000
H -6.041 1.931 0.603 -0.001
H 0.125 -7.829 0.992 0.000
H 1.597 -6.783 1.065 0.000
H -0.973 -6.083 -0.315 0.000
H -0.089 2.841 0.064 0.000
H -1.377 -0.574 0.098 -0.002
H -0.200 3.564 3.119 0.000
H 3.719 5.000 3.368 0.000
H -3.426 3.610 -4.108 0.004
H -0.651 -4.127 -7.307 0.000
H 3.369 3.150 -8.084 0.000
H 7.446 -1.220 1.335 0.000
```

Summary:
<S²>: 0.779
total charge: +1
2S+1: 2

***

Number 1: electronic energy -3214.86862 hartree, molar mass 443.20 g mol⁻¹. Number 2: electronic energy -6650.62989 hartree, molar mass 1493.40 g mol⁻¹.